Below is one molecule with the formula C3H5FN2O2 in a non-equilibrium geometry, with properties calculated with ωB97M-V/def2-TZVPD.

Calculated values
Orbital gap in eV: 10.30
E_tot in eV: -12980.7260
Relative energy (zero: lowest compared OMol25 entry of this formula, charge and spin) in kcal per mole: 90.8

The geometry in XYZ format:
```
13
Properties=species:S:1:pos:R:3:forces:R:3:lowdin_charge:R:1
O -3.38017 -0.52245 0.00421 -0.30 0.37 -0.09 -0.063
N -3.00112 0.83027 -0.01546 0.12 -0.02 0.14 -0.006
C -1.74727 0.97646 -0.00755 0.42 -0.57 0.19 -0.209
O -0.88183 -0.10682 -0.00508 -0.30 1.20 -0.09 -0.077
N 0.44368 0.38557 -0.00626 0.04 -0.55 0.14 0.079
C 1.24570 -0.59738 -0.01318 0.02 1.61 0.12 -0.086
C 2.71573 -0.34129 0.01353 -0.20 0.08 -0.42 -0.196
F 3.02267 0.98872 -0.00523 -0.08 0.47 0.23 -0.021
H -4.34561 -0.44074 0.03115 0.35 -0.14 -0.04 0.094
H -1.30566 1.97897 0.05964 -0.17 -0.60 -0.21 0.132
H 0.86447 -1.58367 -0.05122 -0.18 -1.12 0.03 0.122
H 3.17292 -0.76296 -0.85846 0.20 -0.50 -0.72 0.114
H 3.19647 -0.80468 0.85391 0.08 -0.23 0.73 0.116
```
Positions in Å, forces in eV/Å.


Below is one molecule with the formula C3H5FN2OS in a non-equilibrium geometry, with properties calculated with ωB97M-V/def2-TZVPD.

Calculated values
Orbital gap in eV: 9.27
E_tot in eV: -21770.4834
Relative energy (zero: lowest compared OMol25 entry of this formula, charge and spin) in kcal per mole: 25.4

The geometry in XYZ format:
```
13
Properties=species:S:1:pos:R:3:forces:R:3:lowdin_charge:R:1
O 1.14746 -1.42034 1.79288 0.47 0.68 -2.25 -0.032
C 1.58771 -1.26240 0.64257 -2.10 -0.31 1.85 -0.286
N 0.94573 -0.65259 -0.42334 -1.23 0.34 1.51 0.112
C -0.37191 -0.02796 -0.56080 -0.18 -0.21 -0.82 -0.400
C -1.00076 -0.26033 -1.96703 1.34 -1.76 -0.07 -0.032
F 0.11336 0.30094 -2.87340 -2.73 -1.06 1.28 -0.159
N -1.03048 0.74577 0.18896 0.04 -0.77 -0.87 -0.387
S -0.72720 1.29579 1.70553 0.60 -0.66 1.46 0.753
H 2.51306 -1.75642 0.39044 0.65 0.17 -0.54 0.126
H 1.43320 -0.60582 -1.28268 0.60 -0.17 -0.85 0.107
H -1.03221 -1.49145 -2.19248 0.00 3.58 0.32 0.164
H -2.06791 0.24443 -2.02712 2.69 -0.75 -0.36 0.144
H -0.10778 0.18267 2.29318 -0.16 0.93 -0.65 -0.109
```
Positions in Å, forces in eV/Å.


Below is one molecule with the formula C3H5FN2S in a non-equilibrium geometry, with properties calculated with ωB97M-V/def2-TZVPD.

Calculated values
Orbital gap in eV: 9.04
E_tot in eV: -19723.7709
Relative energy (zero: lowest compared OMol25 entry of this formula, charge and spin) in kcal per mole: 19.7

The geometry in XYZ format:
```
12
Properties=species:S:1:pos:R:3:forces:R:3:lowdin_charge:R:1
F 0.66990 -1.68531 -1.01432 0.25 -0.25 -0.35 0.014
C -0.23573 -1.03495 -0.21824 -0.08 0.67 0.39 -0.331
C 0.46642 -0.41908 0.98193 0.80 -0.25 -0.79 -0.121
N 0.90385 0.92555 0.51809 -0.53 -0.54 -0.23 -0.002
N -0.10918 1.23282 -0.45680 0.61 1.29 -0.08 -0.014
C -0.74738 0.19302 -0.97219 -0.12 -0.34 -0.44 -0.824
S -1.78794 0.19824 -2.23979 0.05 -0.02 0.13 0.628
H -1.03517 -1.71536 0.03994 -0.13 -0.20 0.02 0.141
H -0.23573 -0.37953 1.78635 -0.47 0.22 0.71 0.113
H 1.34049 -1.00794 1.26590 -0.15 0.04 0.04 0.126
H 0.76301 1.57190 1.27925 0.00 0.26 0.18 0.107
H 0.00746 2.12064 -0.97013 -0.23 -0.90 0.43 0.164
```
Positions in Å, forces in eV/Å.


Question: Number 3 is which compound?
Answer: C3H5FN2S


Question: What is the E_tot in the third record?
Answer: -19723.7709 eV


What did the second record say?
Below is one molecule with the formula C3H5FN2OS in a non-equilibrium geometry, with properties calculated with ωB97M-V/def2-TZVPD.

Calculated values
Orbital gap in eV: 9.27
E_tot in eV: -21770.4834
Relative energy (zero: lowest compared OMol25 entry of this formula, charge and spin) in kcal per mole: 25.4

The geometry in XYZ format:
```
13
Properties=species:S:1:pos:R:3:forces:R:3:lowdin_charge:R:1
O 1.14746 -1.42034 1.79288 0.47 0.68 -2.25 -0.032
C 1.58771 -1.26240 0.64257 -2.10 -0.31 1.85 -0.286
N 0.94573 -0.65259 -0.42334 -1.23 0.34 1.51 0.112
C -0.37191 -0.02796 -0.56080 -0.18 -0.21 -0.82 -0.400
C -1.00076 -0.26033 -1.96703 1.34 -1.76 -0.07 -0.032
F 0.11336 0.30094 -2.87340 -2.73 -1.06 1.28 -0.159
N -1.03048 0.74577 0.18896 0.04 -0.77 -0.87 -0.387
S -0.72720 1.29579 1.70553 0.60 -0.66 1.46 0.753
H 2.51306 -1.75642 0.39044 0.65 0.17 -0.54 0.126
H 1.43320 -0.60582 -1.28268 0.60 -0.17 -0.85 0.107
H -1.03221 -1.49145 -2.19248 0.00 3.58 0.32 0.164
H -2.06791 0.24443 -2.02712 2.69 -0.75 -0.36 0.144
H -0.10778 0.18267 2.29318 -0.16 0.93 -0.65 -0.109
```
Positions in Å, forces in eV/Å.


Question: The highest E_tot belongs to which entry?
Answer: C3H5FN2O2